{
  "formula": "C2H2N4",
  "method": "ωB97M-V with the def2-TZVPD basis set",
  "mol_weight_g_mol": 82.1,
  "relative_energy_kcal_mol": 105.5,
  "smiles": "c1cnnnn1",
  "fmax_ev_per_a": 6.6,
  "homo_lumo_gap_ev": 9.027,
  "elements": ["C", "C", "N", "N", "N", "N", "H", "H"],
  "positions_angstrom": [[0.192, -0.530, 0.711], [0.910, 0.196, -0.128], [0.231, 0.901, -1.133], [-1.068, 0.495, -1.393], [-1.804, -0.116, -0.512], [-1.172, -0.303, 0.713], [0.632, -1.249, 1.514], [2.080, 0.607, 0.228]],
  "forces_ev_per_a": [[-3.587, -1.966, 3.236], [2.894, 5.163, -2.859], [-0.295, -2.297, 1.489], [1.997, 0.307, -0.520], [3.142, 1.861, 2.711], [0.393, -3.317, -1.130], [-1.028, 1.836, -1.161], [-3.516, -1.587, -1.767]],
  "nbo_charge": [-0.032, -0.044, -0.196, -0.029, -0.001, -0.178, 0.234, 0.247]
}


{
  "formula": "C3H9NS",
  "method": "ωB97M-V with the def2-TZVPD basis set",
  "mol_weight_g_mol": 91.2,
  "relative_energy_kcal_mol": 33.2,
  "smiles": "CNCSC",
  "fmax_ev_per_a": 4.4,
  "homo_lumo_gap_ev": 9.725,
  "elements": ["C", "N", "C", "S", "C", "H", "H", "H", "H", "H", "H", "H", "H", "H"],
  "positions_angstrom": [[-2.177, -0.271, -0.833], [-0.815, 0.175, -0.465], [-0.105, -0.431, 0.697], [1.653, -0.930, 0.569], [2.333, 0.747, 0.418], [-2.782, -0.172, 0.141], [-2.468, 0.375, -1.637], [-2.196, -1.343, -1.176], [-0.299, -0.134, -1.334], [-0.659, -1.251, 1.112], [-0.093, 0.304, 1.575], [1.904, 1.008, -0.592], [3.510, 0.503, 0.294], [2.193, 1.419, 1.231]],
  "forces_ev_per_a": [[0.320, -1.110, 2.809], [1.924, -0.935, -2.025], [-0.561, 1.366, 1.261], [-1.056, 0.318, 0.235], [2.619, -2.111, -2.794], [0.268, -0.063, -1.845], [-0.667, 0.299, -0.151], [-0.181, 0.799, 0.353], [-0.044, 0.799, 1.418], [-0.196, -0.892, -0.027], [-0.124, -0.613, -1.304], [0.828, 0.775, 1.358], [-2.684, 0.945, 0.178], [-0.445, 0.424, 0.534]],
  "nbo_charge": [-0.409, -0.647, -0.366, 0.186, -0.747, 0.192, 0.208, 0.168, 0.347, 0.198, 0.193, 0.231, 0.227, 0.219]
}


{
  "formula": "C40H100O20",
  "method": "ωB97M-V with the def2-TZVPD basis set",
  "mol_weight_g_mol": 901.2,
  "relative_energy_kcal_mol": 74.9,
  "smiles": "COCCOC.COCCOC.COCCOC.COCCOC.COCCOC.COCCOC.COCCOC.COCCOC.COCCOC.COCCOC",
  "fmax_ev_per_a": 3.5,
  "homo_lumo_gap_ev": 9.465,
  "elements": ["C", "O", "C", "C", "O", "C", "H", "H", "H", "H", "H", "H", "H", "H", "H", "H", "C", "O", "C", "C", "O", "C", "H", "H", "H", "H", "H", "H", "H", "H", "H", "H", "C", "O", "C", "C", "O", "C", "H", "H", "H", "H", "H", "H", "H", "H", "H", "H", "C", "O", "C", "C", "O", "C", "H", "H", "H", "H", "H", "H", "H", "H", "H", "H", "C", "O", "C", "C", "O", "C", "H", "H", "H", "H", "H", "H", "H", "H", "H", "H", "C", "O", "C", "C", "O", "C", "H", "H", "H", "H", "H", "H", "H", "H", "H", "H", "C", "O", "C", "C", "O", "C", "H", "H", "H", "H", "H", "H", "H", "H", "H", "H", "C", "O", "C", "C", "O", "C", "H", "H", "H", "H", "H", "H", "H", "H", "H", "H", "C", "O", "C", "C", "O", "C", "H", "H", "H", "H", "H", "H", "H", "H", "H", "H", "C", "O", "C", "C", "O", "C", "H", "H", "H", "H", "H", "H", "H", "H", "H", "H"],
  "positions_angstrom": [[0.358, -1.922, 6.055], [0.497, -0.520, 5.906], [1.418, 0.098, 6.762], [1.906, 1.450, 6.135], [3.224, 1.879, 6.560], [3.230, 2.167, 7.960], [-0.093, -2.181, 7.012], [1.345, -2.371, 5.942], [-0.255, -2.337, 5.255], [2.295, -0.549, 6.788], [1.038, 0.175, 7.780], [1.186, 2.224, 6.402], [1.884, 1.377, 5.048], [4.191, 2.599, 8.236], [3.012, 1.365, 8.665], [2.538, 2.974, 8.198], [0.791, -9.283, -2.850], [1.175, -7.950, -3.112], [1.040, -7.083, -2.016], [1.308, -5.621, -2.469], [0.304, -5.365, -3.444], [0.303, -4.064, -4.032], [1.269, -9.981, -3.535], [-0.292, -9.238, -2.967], [1.117, -9.607, -1.861], [1.835, -7.296, -1.300], [0.101, -7.118, -1.464], [2.269, -5.456, -2.957], [1.315, -5.003, -1.572], [-0.549, -4.011, -4.709], [1.289, -3.875, -4.455], [0.147, -3.271, -3.300], [-2.013, 4.275, -1.284], [-1.100, 4.319, -0.208], [-1.181, 5.549, 0.582], [0.100, 5.714, 1.370], [-0.005, 6.994, 2.045], [1.140, 7.302, 2.759], [-3.021, 3.934, -1.047], [-1.684, 3.533, -2.012], [-2.140, 5.184, -1.873], [-2.061, 5.360, 1.196], [-1.295, 6.412, -0.075], [0.969, 5.575, 0.726], [0.135, 4.907, 2.101], [1.382, 6.487, 3.442], [0.905, 8.193, 3.341], [1.954, 7.482, 2.057], [3.695, 1.940, -0.401], [2.888, 1.855, -1.552], [2.215, 3.084, -1.917], [1.383, 2.876, -3.226], [0.451, 1.805, -3.094], [-0.241, 1.476, -4.317], [4.119, 0.989, -0.080], [3.254, 2.543, 0.392], [4.576, 2.474, -0.758], [2.973, 3.839, -2.128], [1.517, 3.488, -1.183], [1.961, 2.752, -4.142], [0.813, 3.792, -3.383], [-0.892, 0.602, -4.301], [0.364, 1.229, -5.190], [-1.046, 2.202, -4.423], [2.246, -1.124, -3.589], [2.554, -2.275, -2.695], [3.734, -1.885, -1.947], [4.256, -3.262, -1.225], [3.472, -3.662, -0.089], [4.010, -4.748, 0.655], [1.623, -1.316, -4.463], [3.085, -0.539, -3.967], [1.800, -0.380, -2.929], [3.433, -1.143, -1.207], [4.537, -1.430, -2.527], [5.269, -3.061, -0.875], [4.263, -4.046, -1.982], [4.840, -4.441, 1.291], [4.275, -5.554, -0.030], [3.280, -5.139, 1.365], [-3.424, -3.520, 0.183], [-3.707, -4.333, -0.971], [-2.596, -4.682, -1.716], [-2.904, -5.544, -2.939], [-3.950, -4.980, -3.709], [-4.276, -5.573, -4.984], [-2.429, -3.718, 0.582], [-4.170, -3.501, 0.978], [-3.198, -2.524, -0.198], [-1.897, -5.202, -1.062], [-2.019, -3.865, -2.150], [-3.228, -6.521, -2.580], [-2.018, -5.694, -3.556], [-3.463, -5.812, -5.668], [-4.834, -4.759, -5.447], [-4.981, -6.396, -4.869], [3.306, -0.634, 2.142], [4.704, -0.464, 2.330], [5.110, 0.445, 3.389], [4.959, 1.922, 2.985], [5.460, 2.316, 1.702], [6.863, 2.229, 1.701], [2.771, 0.297, 1.954], [2.864, -1.186, 2.971], [3.346, -1.207, 1.216], [6.182, 0.261, 3.454], [4.767, 0.256, 4.406], [5.221, 2.586, 3.808], [3.894, 2.141, 2.911], [7.338, 1.298, 2.009], [7.197, 2.984, 2.413], [7.314, 2.388, 0.721], [-4.589, -0.438, 3.471], [-4.265, 0.929, 3.698], [-4.375, 1.783, 2.552], [-4.094, 3.236, 2.875], [-5.175, 3.871, 3.559], [-4.888, 5.217, 4.009], [-5.666, -0.551, 3.353], [-4.235, -1.153, 4.214], [-4.090, -0.917, 2.628], [-5.436, 1.704, 2.314], [-3.755, 1.457, 1.716], [-3.859, 3.744, 1.939], [-3.150, 3.320, 3.413], [-5.674, 5.684, 4.602], [-4.619, 5.868, 3.177], [-4.055, 5.161, 4.709], [-4.143, 1.292, -2.267], [-4.605, 1.430, -3.587], [-4.394, 2.760, -4.111], [-4.743, 2.711, -5.618], [-3.879, 1.894, -6.439], [-3.921, 2.139, -7.820], [-4.400, 0.281, -1.950], [-4.511, 1.969, -1.496], [-3.091, 1.530, -2.112], [-3.360, 3.083, -3.987], [-4.981, 3.526, -3.604], [-4.664, 3.747, -5.949], [-5.769, 2.387, -5.793], [-3.637, 3.178, -7.990], [-4.887, 1.987, -8.302], [-3.094, 1.560, -8.230], [-0.908, 0.580, 2.882], [-0.696, 1.605, 1.961], [-0.110, 1.261, 0.710], [-0.975, 0.297, -0.093], [-0.901, -1.065, 0.247], [0.251, -1.692, -0.337], [-1.196, 1.075, 3.810], [-0.027, -0.019, 3.114], [-1.577, -0.180, 2.480], [0.888, 0.834, 0.812], [0.087, 2.198, 0.190], [-0.739, 0.438, -1.148], [-2.018, 0.600, -0.006], [0.430, -2.692, 0.058], [1.164, -1.141, -0.109], [0.144, -1.859, -1.409]],
  "forces_ev_per_a": [[0.427, 0.334, -0.017], [-0.942, 0.319, -0.677], [1.259, -0.152, -0.713], [-0.313, -0.109, 0.759], [-1.072, -0.911, 0.573], [0.280, 1.031, -0.019], [0.069, -0.091, 0.161], [0.160, -0.292, 0.280], [-0.149, 0.430, -0.028], [0.450, -0.087, 0.292], [-0.171, 0.274, 0.094], [-0.078, 0.253, 0.044], [0.324, -0.224, 0.060], [0.248, -0.342, -0.298], [0.013, -0.516, -0.443], [-0.473, 0.068, -0.182], [-0.225, 0.600, 0.100], [0.516, 0.184, -0.198], [1.546, 1.265, -0.325], [-0.769, -1.186, -0.721], [-0.455, 0.758, 0.404], [0.229, -0.431, 0.863], [-0.173, 0.343, -0.376], [-0.187, -0.978, 0.276], [-0.273, 0.049, 0.337], [0.146, -0.256, 0.424], [-0.441, -0.232, -0.355], [0.387, -0.415, 0.079], [-0.480, 0.464, 0.024], [0.367, -0.180, -0.337], [-0.118, 0.096, -0.573], [-0.019, 0.003, 0.385], [-0.112, -0.604, -0.632], [0.239, 1.109, -0.274], [-0.202, -1.397, -0.942], [-1.049, 0.194, 0.888], [-0.692, -1.413, -1.408], [0.124, 0.166, 0.282], [-0.205, 0.130, 0.737], [0.498, -0.175, 0.142], [0.327, 0.532, 0.336], [0.038, 0.781, 0.400], [-0.267, 0.048, -0.044], [0.193, 0.565, -0.168], [0.189, -0.062, 0.318], [0.317, -0.069, 0.164], [0.268, 0.042, -0.042], [0.405, 0.106, 0.209], [1.089, 1.199, -1.006], [-1.860, 0.031, -0.362], [0.094, -1.415, -1.307], [-0.241, -0.134, 0.493], [0.098, -0.988, -0.484], [-0.915, 0.233, 0.756], [-0.794, -0.200, 0.032], [-0.181, -0.346, 0.235], [0.428, 0.431, 0.494], [0.074, 0.284, -0.034], [0.090, -0.356, 0.559], [0.520, -0.266, 0.146], [-0.066, 0.430, 0.066], [0.441, -0.651, 1.288], [0.481, 0.929, -0.021], [0.460, 0.760, -0.940], [-0.234, 0.302, 1.549], [1.406, 1.949, -1.886], [-0.929, -2.991, 1.617], [-0.452, 1.850, 0.020], [-0.382, 0.512, -0.376], [-0.103, 0.250, -0.304], [-0.197, -0.762, 0.442], [0.813, -0.738, -0.002], [-0.651, 0.075, -0.177], [0.044, 0.024, 0.298], [-0.017, -0.377, -0.424], [0.288, -0.057, -0.089], [0.008, -0.083, -0.090], [0.463, 0.087, -0.308], [0.314, -0.171, 0.086], [-0.444, 0.228, -0.307], [1.461, 0.591, -1.526], [-1.258, 0.122, 1.098], [1.023, -0.098, -0.890], [-1.031, -0.851, 0.202], [0.264, 0.143, -0.636], [-0.594, 1.247, 0.917], [0.031, -0.857, 0.456], [-0.216, -0.412, -0.544], [-0.662, 0.551, 0.127], [0.343, -0.415, -0.074], [-0.167, 0.953, 0.365], [-0.084, -0.424, 0.019], [0.249, 0.134, 0.255], [0.440, -0.181, 0.441], [-0.084, -0.133, -0.276], [0.263, -0.361, 0.080], [0.919, -0.183, -0.569], [0.205, 1.097, 1.648], [1.466, 0.139, -1.692], [-2.038, -0.103, -0.215], [0.404, -1.215, 0.873], [0.889, 0.573, 0.225], [-0.014, 0.166, 0.160], [-0.194, -0.074, -0.017], [-0.885, -0.292, 0.123], [0.118, -0.197, 0.047], [-0.829, -0.092, -0.146], [0.893, 0.060, 0.037], [-0.294, -0.127, -0.205], [-0.636, -0.479, 0.241], [0.579, 0.228, -0.101], [-0.561, 0.472, -0.164], [-0.042, -0.058, -0.546], [1.167, -0.428, 0.320], [-1.357, -0.385, 0.954], [0.334, 0.255, 0.301], [-0.141, 0.517, 0.146], [0.805, -1.094, 0.007], [-0.141, -0.097, -0.048], [-0.111, 0.866, 1.009], [0.035, 0.663, -0.883], [-0.166, 0.214, -0.823], [0.183, -0.126, 0.029], [-0.351, 0.180, -0.429], [0.066, -0.098, 0.573], [-0.555, -0.574, -0.453], [-0.016, 0.044, -0.132], [0.408, 0.099, -0.082], [0.221, -0.232, 0.663], [0.221, 1.629, 0.255], [0.024, -1.808, -1.221], [0.397, 0.207, -0.355], [-0.297, -0.022, 1.676], [0.720, 0.879, 0.426], [0.330, 0.020, -0.021], [-1.247, 0.416, -0.257], [0.648, -0.634, -0.737], [0.398, -0.255, -0.017], [-0.516, -0.115, 0.017], [-0.027, 0.286, -0.273], [-0.185, -0.049, 0.301], [-0.092, 0.394, -0.211], [-0.077, -0.442, 0.054], [-0.460, -0.314, -0.275], [0.336, -0.595, 0.112], [0.586, 0.849, -0.642], [-0.151, -0.426, 0.410], [-0.159, 0.814, -0.701], [0.796, -0.748, 0.035], [-0.090, -0.214, 0.276], [-0.506, -0.376, -0.109], [0.689, 0.203, -0.060], [-0.704, 0.196, 0.335], [0.227, -0.353, 0.449], [-0.584, -0.004, -0.138], [0.227, -0.063, -0.299], [-0.162, -0.030, 0.279], [-0.459, 0.030, 0.461], [0.048, 0.235, -0.245], [-0.069, 0.494, -0.212]],
  "lowdin_charge": [-0.094, -0.210, -0.209, -0.157, -0.193, -0.118, 0.087, 0.084, 0.088, 0.118, 0.121, 0.116, 0.116, 0.086, 0.083, 0.084, -0.101, -0.180, -0.207, -0.175, -0.210, -0.089, 0.086, 0.092, 0.082, 0.114, 0.121, 0.119, 0.115, 0.093, 0.083, 0.060, -0.121, -0.203, -0.151, -0.177, -0.186, -0.135, 0.073, 0.064, 0.089, 0.117, 0.125, 0.125, 0.125, 0.086, 0.091, 0.088, -0.117, -0.198, -0.151, -0.181, -0.221, -0.091, 0.078, 0.089, 0.086, 0.122, 0.100, 0.118, 0.114, 0.085, 0.089, 0.073, -0.073, -0.218, -0.143, -0.144, -0.225, -0.106, 0.081, 0.082, 0.064, 0.092, 0.115, 0.112, 0.109, 0.084, 0.084, 0.085, -0.075, -0.157, -0.236, -0.198, -0.185, -0.089, 0.074, 0.086, 0.072, 0.119, 0.115, 0.121, 0.103, 0.082, 0.082, 0.080, -0.096, -0.188, -0.164, -0.195, -0.197, -0.111, 0.063, 0.091, 0.071, 0.105, 0.120, 0.125, 0.109, 0.081, 0.090, 0.091, -0.115, -0.184, -0.182, -0.204, -0.177, -0.087, 0.086, 0.083, 0.068, 0.126, 0.112, 0.109, 0.124, 0.082, 0.080, 0.080, -0.129, -0.158, -0.173, -0.173, -0.194, -0.125, 0.097, 0.075, 0.057, 0.102, 0.124, 0.114, 0.126, 0.078, 0.087, 0.090, -0.110, -0.182, -0.166, -0.200, -0.186, -0.066, 0.096, 0.076, 0.077, 0.099, 0.103, 0.110, 0.116, 0.088, 0.072, 0.073]
}


{
  "formula": "C4H6O2",
  "method": "ωB97M-V with the def2-TZVPD basis set",
  "mol_weight_g_mol": 86.1,
  "relative_energy_kcal_mol": 75.3,
  "fmax_ev_per_a": 2.7,
  "homo_lumo_gap_ev": 9.391,
  "elements": ["C", "C", "O", "C", "C", "O", "H", "H", "H", "H", "H", "H"],
  "positions_angstrom": [[-1.422, -0.506, -0.401], [-0.296, -0.248, 0.574], [0.784, -1.244, 0.505], [1.672, -0.197, 0.285], [0.764, 0.775, 0.311], [0.723, 2.063, -0.119], [-2.116, 0.342, -0.400], [-1.044, -0.646, -1.419], [-1.981, -1.402, -0.111], [-0.645, -0.188, 1.605], [0.824, 1.603, -0.995], [2.737, -0.353, 0.165]],
  "forces_ev_per_a": [[0.067, 0.035, -0.008], [-0.334, -0.164, 0.269], [-0.150, -0.512, 0.362], [0.199, -0.003, 0.084], [0.264, -0.966, 1.081], [0.120, -0.938, -1.499], [0.121, -0.114, 0.027], [0.017, 0.030, 0.152], [0.126, 0.151, -0.044], [-0.150, -0.208, 0.041], [-0.089, 2.678, -0.466], [-0.191, 0.010, 0.001]],
  "nbo_charge": [-0.633, 0.053, -0.500, 0.041, 0.136, -0.659, 0.223, 0.215, 0.226, 0.197, 0.501, 0.202]
}


{
  "formula": "C5H8O",
  "method": "ωB97M-V with the def2-TZVPD basis set",
  "mol_weight_g_mol": 84.1,
  "relative_energy_kcal_mol": 119.9,
  "fmax_ev_per_a": 1.3,
  "homo_lumo_gap_ev": [7.119, 7.597],
  "elements": ["C", "C", "C", "C", "C", "O", "H", "H", "H", "H", "H", "H", "H", "H"],
  "positions_angstrom": [[1.775, -0.304, -1.638], [1.591, 0.093, -0.228], [0.420, 0.523, 0.332], [-0.703, 1.287, 0.257], [-1.954, 0.906, 0.941], [-2.074, -0.371, 1.558], [2.608, 0.236, -2.091], [2.021, -1.369, -1.721], [0.852, -0.111, -2.175], [0.482, -0.230, 1.146], [2.415, -0.129, 0.451], [-2.797, 1.060, 0.249], [-2.122, 1.620, 1.751], [-1.947, -0.993, 0.837]],
  "forces_ev_per_a": [[-0.040, 0.141, -0.305], [0.298, -0.003, -0.391], [-0.504, -0.277, 0.209], [0.435, -0.331, -0.072], [-0.063, 0.369, 0.023], [0.201, -0.299, -0.284], [0.063, 0.076, -0.079], [-0.067, 0.097, 0.052], [0.059, 0.020, -0.295], [-0.327, 0.510, 1.137], [-0.248, -0.152, -0.020], [0.182, 0.087, -0.045], [0.056, 0.153, -0.068], [-0.044, -0.389, 0.138]],
  "nbo_charge": [-0.674, -0.006, -0.462, 0.010, -0.206, -0.721, 0.236, 0.233, 0.226, 0.291, 0.194, 0.202, 0.220, 0.457]
}


Which formula does entry 3 have?
C40H100O20


Repeat the fourth record exactly.
{
  "formula": "C4H6O2",
  "method": "ωB97M-V with the def2-TZVPD basis set",
  "mol_weight_g_mol": 86.1,
  "relative_energy_kcal_mol": 75.3,
  "fmax_ev_per_a": 2.7,
  "homo_lumo_gap_ev": 9.391,
  "elements": ["C", "C", "O", "C", "C", "O", "H", "H", "H", "H", "H", "H"],
  "positions_angstrom": [[-1.422, -0.506, -0.401], [-0.296, -0.248, 0.574], [0.784, -1.244, 0.505], [1.672, -0.197, 0.285], [0.764, 0.775, 0.311], [0.723, 2.063, -0.119], [-2.116, 0.342, -0.400], [-1.044, -0.646, -1.419], [-1.981, -1.402, -0.111], [-0.645, -0.188, 1.605], [0.824, 1.603, -0.995], [2.737, -0.353, 0.165]],
  "forces_ev_per_a": [[0.067, 0.035, -0.008], [-0.334, -0.164, 0.269], [-0.150, -0.512, 0.362], [0.199, -0.003, 0.084], [0.264, -0.966, 1.081], [0.120, -0.938, -1.499], [0.121, -0.114, 0.027], [0.017, 0.030, 0.152], [0.126, 0.151, -0.044], [-0.150, -0.208, 0.041], [-0.089, 2.678, -0.466], [-0.191, 0.010, 0.001]],
  "nbo_charge": [-0.633, 0.053, -0.500, 0.041, 0.136, -0.659, 0.223, 0.215, 0.226, 0.197, 0.501, 0.202]
}